The following is a DFT calculation (ωB97M-V/def2-TZVPD) of C5H10O2 as an isolated structure.

Summary:
E_HOMO = -7.87 eV
molecular weight = 102.1 g/mol
maximum force = 0.3 eV/A
ΔE to the lowest compared entry with this formula, charge and spin = 136.6 kcal per mole

Structure (ORCA input):
```
! wB97M-V def2-TZVPD RIJCOSX def2/J DEFGRID3
* xyz 0 1
C 0.44189 0.78501 1.57002
C 0.20095 0.54826 0.09721
C -1.18880 0.11768 -0.28350
C -0.90237 -2.06556 -0.16458
O -0.31213 -2.26267 -1.34610
C 1.06399 1.22880 -0.87874
O 1.27813 -0.14536 -0.56535
H -0.12916 1.65438 1.91480
H 0.12615 -0.08460 2.15758
H 1.50469 0.96179 1.75642
H -1.39199 0.23919 -1.35116
H -1.93716 0.64761 0.31646
H -1.70832 -1.13737 -0.12688
H -0.17809 -1.91297 0.65101
H 0.59296 -1.90109 -1.33151
H 1.84902 1.90123 -0.53178
H 0.69024 1.42569 -1.88390
*
```



The following is a DFT calculation (ωB97M-V/def2-TZVPD) of a 12-piece molecular cluster, C39H76N10O9 overall in a non-equilibrium geometry.

Summary:
E_HOMO = -7.88 eV
molecular weight = 829.1 g/mol
maximum force = 1.8 eV/A
ΔE to the lowest compared entry with this formula, charge and spin = 0.0 kcal per mole

Structure (ORCA input):
```
! wB97M-V def2-TZVPD RIJCOSX def2/J DEFGRID3
* xyz 0 1
C 14.39150 27.63755 -15.79419
C 14.25234 26.22694 -15.75468
C 15.53544 25.73219 -15.95843
N 16.35481 26.77361 -16.22495
C 15.68214 27.97829 -16.09399
H 13.61750 28.37284 -15.63192
H 13.32981 25.71766 -15.54071
H 15.87236 24.71104 -16.02693
H 17.34178 26.67121 -16.37860
H 16.20660 28.89319 -16.29677
C 12.68173 20.56745 -15.93824
C 13.50306 19.65996 -15.24778
C 14.44954 20.44578 -14.60160
N 14.22333 21.74996 -14.90259
C 13.09517 21.86225 -15.66069
H 11.83223 20.24878 -16.52809
H 13.43454 18.58609 -15.24586
H 15.25513 20.14503 -13.95116
H 14.80434 22.50304 -14.55164
H 12.60616 22.79565 -15.87869
C 13.62500 21.78529 -11.37850
C 12.69410 21.70698 -10.34823
C 13.14946 20.86506 -9.37494
N 14.44395 20.52084 -9.72939
C 14.72758 21.08190 -10.94995
H 13.49099 22.28936 -12.31947
H 11.74480 22.21597 -10.27674
H 12.71405 20.62039 -8.42122
H 15.01587 19.92014 -9.17056
H 15.68300 20.90727 -11.41706
C 6.62794 21.76433 -18.46391
N 7.27216 20.51953 -18.12833
C 8.43884 20.16367 -18.69981
C 8.95628 18.76841 -18.43709
O 9.09807 20.92178 -19.39006
H 6.85233 22.09130 -19.47718
H 6.95018 22.58302 -17.81694
H 5.54201 21.68003 -18.43173
H 6.92860 19.94447 -17.38157
H 8.49709 18.22385 -17.61043
H 10.03070 18.84207 -18.32121
H 8.71514 18.16088 -19.31253
C 17.75800 27.43146 -12.65834
N 16.58532 26.63459 -12.95056
C 15.78843 26.08621 -11.99924
C 14.59334 25.28247 -12.46916
O 16.01015 26.27966 -10.80535
H 18.42208 26.83497 -12.03431
H 17.50069 28.38778 -12.21274
H 18.28155 27.56291 -13.60544
H 16.23648 26.48359 -13.88687
H 14.75551 24.85038 -13.44826
H 13.64210 25.81289 -12.40815
H 14.44807 24.51504 -11.70704
C 17.95332 21.71588 -20.90570
N 16.70674 21.88021 -20.19322
C 16.49113 22.83449 -19.25649
C 15.09764 22.83795 -18.66686
O 17.36956 23.58030 -18.85468
H 17.99189 22.20208 -21.87834
H 18.19824 20.65689 -20.99003
H 18.75413 22.11747 -20.28085
H 16.01401 21.16039 -20.33357
H 14.76235 23.87312 -18.56445
H 15.04605 22.34001 -17.69917
H 14.29976 22.42443 -19.28901
C 15.71109 15.29951 -14.83070
N 14.87808 14.84153 -13.75305
C 13.63080 15.25604 -13.49919
C 12.92811 14.61828 -12.32331
O 13.04466 16.16346 -14.09443
H 16.69335 15.67746 -14.53791
H 15.23835 16.12412 -15.36132
H 15.91533 14.48919 -15.53486
H 15.25955 14.16574 -13.11549
H 12.07015 14.06261 -12.69785
H 12.61442 15.41510 -11.65183
H 13.57822 13.93907 -11.77000
C 17.59375 21.91625 -15.87192
N 18.24250 22.08038 -14.59510
C 17.56934 22.52368 -13.51382
C 18.30473 22.60471 -12.19972
O 16.40138 22.88550 -13.58170
H 17.10136 20.94276 -15.95478
H 18.32519 21.94326 -16.67986
H 16.84654 22.66027 -16.13861
H 19.24368 22.02248 -14.56704
H 17.58199 22.39926 -11.41231
H 18.69841 23.61215 -12.06782
H 19.11310 21.88350 -12.07156
C 8.56723 21.43366 -10.72430
N 8.84169 21.06492 -12.09334
C 9.17706 21.96112 -13.04529
C 9.47066 21.35741 -14.40830
O 9.22606 23.16471 -12.85478
H 8.10884 22.42251 -10.74127
H 9.47515 21.47258 -10.12302
H 7.85956 20.74357 -10.27031
H 8.91233 20.08516 -12.33010
H 8.64388 21.55001 -15.09536
H 9.55066 20.27028 -14.34432
H 10.36399 21.82850 -14.80803
C 11.84605 19.03180 -12.11497
N 11.26475 17.97483 -12.92774
C 9.97066 17.65774 -12.88273
C 9.52293 16.58573 -13.86473
O 9.16075 18.13880 -12.08690
H 12.87659 18.78093 -11.85472
H 11.27094 19.24751 -11.22044
H 11.96659 19.95892 -12.67925
H 11.94693 17.31736 -13.30862
H 8.68055 16.03834 -13.44168
H 10.30107 15.89380 -14.17926
H 9.08058 17.07648 -14.73566
C 11.42068 16.65675 -17.02184
C 11.47663 15.23846 -17.53673
C 12.18443 14.21378 -16.69780
O 10.96204 14.90151 -18.58519
H 11.58255 17.40448 -17.79490
H 12.26662 16.72089 -16.33467
H 10.51869 16.91520 -16.47417
H 12.79227 13.50409 -17.25729
H 11.51019 13.64123 -16.06064
H 12.90086 14.76955 -16.08688
C 12.12386 20.60093 -22.69112
C 12.79711 20.20371 -21.39420
C 11.91273 19.79208 -20.24556
O 13.99852 20.30364 -21.26882
H 11.40869 21.41094 -22.53974
H 11.59696 19.71921 -23.06298
H 12.84375 20.96912 -23.41789
H 12.38446 20.00159 -19.28679
H 11.86680 18.69599 -20.29191
H 10.91894 20.21991 -20.36317
*
```



- Which of these has the highest molecular weight?
  C39H76N10O9



- Look up the maximum force of the first one.
  0.3 eV/A